Entry 1:
Below is the molecule C21H24N2O in a non-equilibrium geometry, with properties calculated with ωB97M-V/def2-TZVPD.

Computed properties:
Molar mass ... 320.4 g mol⁻¹
SMILES ... Cc1ccc([C@H](CCN(C)C)NC(=O)C#Cc2ccccc2)cc1
Energy ... -999.30275 hartree
Highest occupied orbital energy ... -8.1 eV
ΔE to the lowest compared entry with this formula, charge and spin ... 319.14 kJ/mol

Structure (ORCA input):
```
! wB97M-V def2-TZVPD RIJCOSX def2/J DEFGRID3
* xyz 0 1
C -4.98 -1.46 3.79
C -2.56 -0.92 1.80
C 3.27 -0.49 0.54
C -2.57 -0.01 -3.27
C -6.33 -1.31 1.69
N -0.20 -0.83 1.00
H -5.76 -0.92 4.35
O 0.88 -2.86 0.85
H -6.51 -2.36 1.41
H -2.26 -0.16 -5.41
H -3.76 -2.72 1.85
C -2.93 0.36 -4.68
H -1.38 -2.72 -1.53
N -5.01 -1.16 2.35
H -1.54 -2.41 0.74
H -3.13 1.88 -2.40
H -2.22 -1.27 2.78
C -3.89 -1.67 1.56
H -4.19 -1.63 0.51
C -2.42 0.44 -0.91
H -3.95 0.10 -4.88
H -2.74 0.15 1.83
H -6.41 -0.67 0.80
H 8.15 1.32 -0.42
C -1.93 -0.84 -0.64
H -2.04 -2.04 -3.82
H 5.33 -1.95 -0.26
C -1.55 -1.32 0.76
H -7.10 -1.01 2.38
C 5.57 -0.88 -0.20
C 4.59 0.02 0.28
C -2.10 -1.30 -3.02
C 7.16 0.98 -0.24
H -5.12 -2.53 3.98
H 6.37 2.94 0.22
C 4.86 1.38 0.47
H -0.09 0.14 0.68
C -2.75 0.85 -2.21
C 6.16 1.86 0.16
H 4.10 2.03 0.86
C 6.85 -0.39 -0.40
H -4.01 -1.09 4.19
H -2.58 1.15 -0.11
C -1.76 -1.71 -1.71
H 7.68 -1.03 -0.67
C 2.17 -0.96 0.69
H -2.77 1.42 -4.87
C 0.92 -1.63 0.87
*
```


Entry 2:
Below is a cluster of 2 separate species, C3H4N2S in total in a non-equilibrium geometry, with properties calculated with ωB97M-V/def2-TZVPD.

Computed properties:
Molar mass ... 100.1 g mol⁻¹
Energy ... -624.24960 hartree
Highest occupied orbital energy ... -9.7 eV
ΔE to the lowest compared entry with this formula, charge and spin ... 462.57 kJ/mol

Structure (ORCA input):
```
! wB97M-V def2-TZVPD RIJCOSX def2/J DEFGRID3
* xyz 0 1
C 2.81 -0.13 -0.54
C -1.91 0.22 -0.52
C 0.71 -0.13 0.44
N 3.75 -0.27 -1.18
N 0.79 -0.51 1.61
H -2.39 0.82 -1.38
H -2.13 -0.77 -0.31
H 0.51 -0.29 2.53
H -2.04 0.81 0.27
S -0.11 0.25 -0.92
*
```


Entry 3:
Below is a structure of composition C6H13N in a non-equilibrium geometry, with properties calculated with ωB97M-V/def2-TZVPD.

Computed properties:
Molar mass ... 99.2 g mol⁻¹
Expectation value of S² ... 0.782
Energy ... -290.98412 hartree
Highest occupied orbital energy (alpha / beta) ... -1.7 / -1.7 eV
ΔE to the lowest compared entry with this formula, charge and spin ... 315.57 kJ/mol

Structure (ORCA input):
```
! wB97M-V def2-TZVPD RIJCOSX def2/J DEFGRID3
* xyz -1 2
H -1.68 -0.75 1.28
C 0.58 0.18 0.06
H -3.10 0.29 -2.19
H -0.94 1.67 -0.17
H 1.59 1.56 -1.43
H 3.30 -0.46 -0.06
C 3.10 0.60 0.13
H 0.84 -0.94 1.79
H 3.14 0.76 1.18
N -3.27 0.31 0.14
H 3.92 1.19 -0.31
C 0.81 -1.14 0.70
H -3.90 -0.49 0.05
H 1.68 -1.64 0.26
C -0.70 0.63 0.01
H -3.27 0.31 -1.40
H -1.77 -0.94 -0.56
H -0.14 -1.75 0.63
C -1.91 -0.27 0.32
C 1.74 0.90 -0.44
*
```


Entry 4:
Below is a cluster of 9 separate species, C24H54Br6N6O6 in total in a non-equilibrium geometry, with properties calculated with ωB97M-V/def2-TZVPD.

Computed properties:
Molar mass ... 1002.2 g mol⁻¹
SMILES ... CN(C)C=O.CN(C)C=O.CN(C)C=O.CN(C)C=O.CN(C)C=O.CN(C)C=O.BrCCBr.BrCCBr.BrCCBr
Energy ... -17170.93511 hartree
Highest occupied orbital energy ... -8.8 eV

Structure (ORCA input):
```
! wB97M-V def2-TZVPD RIJCOSX def2/J DEFGRID3
* xyz 0 1
H 4.70 -0.98 3.98
H -0.62 -3.40 -0.18
H 3.60 -4.81 -3.11
C 3.86 -1.93 1.61
C -5.86 1.95 -2.86
C -0.38 2.11 -1.16
C -6.41 0.57 -4.81
H 3.63 -3.46 -4.21
H -2.41 -0.19 0.89
C -1.38 2.53 4.16
C 3.77 -1.55 4.02
C 4.01 -3.81 -3.25
H 0.11 2.78 -0.48
H 1.45 7.57 1.15
Br -3.18 2.91 4.75
H 3.96 0.40 -0.39
H -1.46 -3.58 -1.73
C 3.46 -3.50 -0.86
O 0.96 4.85 -2.00
O -5.27 -1.89 3.24
H 4.44 -3.85 -0.50
H -2.70 0.68 2.41
O -3.00 -5.37 -1.72
H -6.64 1.46 -2.29
H -3.09 -2.90 1.06
H 2.75 2.54 -0.35
Br 0.68 2.74 2.26
H 2.85 -4.41 -0.85
H 3.81 -3.03 1.59
C 0.16 -6.15 -0.24
H -1.81 2.88 2.04
H 3.42 -1.62 0.66
H -6.04 -0.27 -5.39
C 1.55 5.40 -1.08
H 1.14 0.56 -0.98
C -2.84 -2.67 2.10
H -0.13 0.51 0.20
H -1.19 4.27 2.92
N -0.90 -5.36 -0.83
H -0.99 5.09 0.00
H 3.32 -1.40 -3.47
Br 4.45 4.04 0.81
N 3.12 -1.41 2.74
H -0.14 2.41 -2.18
H 3.99 -2.60 4.21
O -3.66 0.36 -5.17
C 0.07 0.70 -0.85
H 2.63 6.27 1.05
H -3.42 1.33 -3.43
C -4.41 -1.06 3.02
H 1.51 -0.43 3.53
H -4.53 0.01 3.25
H -3.36 -3.36 2.75
H -1.76 -2.83 2.20
H -7.25 0.21 -4.21
C -2.10 -5.91 -1.12
Br 5.86 0.84 1.13
C 1.93 -0.81 2.59
N -3.20 -1.32 2.46
O 1.35 -0.65 1.53
N -5.42 1.12 -3.95
H 4.89 -1.61 1.67
C 1.56 6.48 1.13
H 1.04 -6.11 -0.88
H -5.00 2.21 -2.24
H 1.20 5.95 2.01
H 3.03 -2.79 -0.17
N 3.54 -2.95 -2.18
O 3.11 -0.81 -1.54
H -0.90 6.69 0.71
C -0.65 -3.97 -1.11
C 3.32 -1.64 -2.40
H -0.85 6.41 -1.10
C -0.54 6.08 -0.11
C 3.57 2.37 0.35
H 4.99 1.60 -1.11
H 5.10 -3.89 -3.24
H -6.83 1.31 -5.51
H 3.17 -1.14 4.83
N 0.90 5.98 -0.05
H 2.64 5.49 -0.98
C 4.51 1.32 -0.17
Br -2.30 2.29 -0.92
Br -0.90 -0.69 -1.78
H -1.28 1.45 4.06
H -0.67 2.86 4.91
H -2.19 -6.94 -0.72
H -0.14 -7.20 -0.24
C -2.36 -0.26 1.98
H -1.33 -0.46 2.28
H 0.39 -5.82 0.77
H -6.26 2.90 -3.24
H 3.13 2.03 1.28
H 0.30 -3.80 -1.62
C -4.10 0.90 -4.19
C -1.13 3.19 2.83
*
```


Entry 5:
Below is a cluster of 2 separate species, C4H12 in total in a non-equilibrium geometry, with properties calculated with ωB97M-V/def2-TZVPD.

Computed properties:
Molar mass ... 60.1 g mol⁻¹
Expectation value of S² ... 0.750
Energy ... -159.46869 hartree
Highest occupied orbital energy (alpha / beta) ... 1.5 / -7.1 eV
ΔE to the lowest compared entry with this formula, charge and spin ... 161.36 kJ/mol

Structure (ORCA input):
```
! wB97M-V def2-TZVPD RIJCOSX def2/J DEFGRID3
* xyz -1 2
C -0.12 -0.42 2.03
C 1.44 -0.20 -2.27
H -0.08 1.21 -1.20
H -0.56 -1.52 1.82
H -1.21 1.51 2.37
H 0.73 -0.36 1.35
H -0.21 -0.65 -0.96
H -2.11 0.16 2.45
H 0.09 -0.35 3.13
H 2.22 0.55 -2.07
H 2.14 -1.01 -1.94
C -1.27 0.53 1.83
H -1.72 0.64 0.82
H 1.13 -0.40 -3.28
H -0.65 0.13 -2.49
C 0.17 0.20 -1.57
*
```


Entry 6:
Below is a cluster of 2 separate species, C4H12N2S2 in total in a non-equilibrium geometry, with properties calculated with ωB97M-V/def2-TZVPD.

Computed properties:
Molar mass ... 152.3 g mol⁻¹
Energy ... -1065.25683 hartree
Highest occupied orbital energy ... -7.7 eV
ΔE to the lowest compared entry with this formula, charge and spin ... 601.61 kJ/mol

Structure (ORCA input):
```
! wB97M-V def2-TZVPD RIJCOSX def2/J DEFGRID3
* xyz 0 1
N 1.06 -1.95 -0.25
H -1.02 -1.70 -0.14
S 2.87 0.62 0.16
H 0.49 0.92 -0.31
H 0.36 0.02 1.98
C -0.25 -0.75 1.59
S -1.87 0.03 1.85
C -0.06 -1.20 0.14
H 1.35 -2.85 0.12
H 1.89 -1.32 -0.19
N -1.34 0.55 -1.08
H -0.83 2.49 -1.82
H -0.96 2.30 -0.04
C 0.00 0.10 -0.78
C -1.36 2.03 -1.04
H -0.16 -1.65 2.23
H 3.63 -0.27 0.81
H 0.64 -0.04 -1.66
H -2.40 2.42 -1.06
H -2.04 0.22 -0.51
*
```


Entry 7:
Below is a structure of composition C5H4MgO4 in a non-equilibrium geometry, with properties calculated with ωB97M-V/def2-TZVPD.

Computed properties:
Molar mass ... 152.4 g mol⁻¹
Energy ... -693.22750 hartree
Highest occupied orbital energy ... -17.1 eV
ΔE to the lowest compared entry with this formula, charge and spin ... 0.00 kJ/mol

Structure (ORCA input):
```
! wB97M-V def2-TZVPD RIJCOSX def2/J DEFGRID3
* xyz 2 1
O 1.55 -0.43 -0.43
C 3.36 2.03 -2.02
H 2.42 0.04 -0.43
O -1.84 -1.19 3.45
H 4.38 2.36 -2.13
H -1.80 -0.35 3.95
Mg -1.81 -1.32 -0.40
C -3.13 -1.04 1.33
C -2.55 -1.15 2.42
C 2.25 1.59 -1.97
O -0.40 -0.48 -1.43
C 0.73 -0.04 -1.34
H -4.19 -1.06 1.06
O 1.04 1.04 -2.06
*
```


Entry 8:
Below is a structure of composition C47H47AuN4OP2S in a non-equilibrium geometry, with properties calculated with ωB97M-V/def2-TZVPD.

Computed properties:
Molar mass ... 974.9 g mol⁻¹
Energy ... -3329.49820 hartree
Highest occupied orbital energy ... -12.7 eV
ΔE to the lowest compared entry with this formula, charge and spin ... 5.89 kJ/mol

Structure (ORCA input):
```
! wB97M-V def2-TZVPD RIJCOSX def2/J DEFGRID3
* xyz 2 1
H 0.48 -3.96 -4.65
H 1.69 0.07 -5.47
H 6.85 0.80 -0.79
P 1.82 1.13 0.39
C 1.08 -2.81 -2.95
H -2.50 1.60 1.23
H -7.15 2.72 1.03
C -2.79 -1.19 -1.42
C 0.85 3.00 -1.40
H -4.89 -2.45 -0.36
H 7.76 -2.80 0.09
H 3.41 -3.42 -1.61
H -5.24 4.43 2.71
C 2.95 3.53 -0.31
C 1.86 2.68 -0.49
C -4.15 -1.26 -3.45
C -2.43 -1.35 3.61
H 0.88 -2.13 -6.26
H 3.34 -0.50 2.28
O -4.94 2.07 3.94
H -7.00 2.68 2.79
H -5.54 2.77 -0.92
H 0.01 2.34 -1.54
C -3.52 -0.49 3.66
C -4.83 1.98 -0.69
C -3.57 0.57 2.77
C 1.55 -1.57 -2.52
H -2.36 -2.21 4.27
C 5.20 -0.25 0.14
H 0.15 4.44 -2.82
H 3.87 -0.15 4.66
C 0.93 4.18 -2.12
C 3.20 -3.53 -0.56
H 4.53 -5.18 -0.32
H -4.32 -0.64 4.38
C -7.56 -2.60 -4.09
H 3.15 1.92 5.80
C 1.52 -0.73 -4.77
H -4.71 1.37 -1.58
H -3.36 -0.76 -3.98
C -5.33 -1.60 -4.10
H 4.28 -0.56 -1.79
C -1.78 -0.82 -0.86
H -5.35 4.48 0.93
H -0.58 -1.78 2.62
C 3.03 4.70 -1.05
C 4.18 0.11 -0.93
H 2.08 5.95 -2.51
C -5.02 -2.22 -1.41
H 4.07 -5.45 2.09
C -1.42 -1.11 2.70
C 3.84 -4.52 0.18
H 4.98 -1.25 0.52
H 6.71 -2.56 1.52
H 5.11 0.44 0.99
H -5.46 -1.36 -5.15
C 2.92 1.77 4.75
P 1.73 -1.24 -0.78
S 7.87 -0.52 0.87
H -3.88 2.45 -0.45
N -1.45 -0.05 1.89
H 8.46 -2.64 1.71
H 0.90 -3.61 -2.25
C 2.69 -3.81 2.17
N -8.54 -2.88 -4.63
C 3.58 -4.66 1.53
C -2.51 0.77 1.92
H -4.69 0.24 0.59
C 2.06 -2.81 1.46
C -6.18 -2.57 -2.06
H 2.48 -3.93 3.23
H -6.33 0.74 0.23
C -6.34 -2.25 -3.41
H 6.76 -0.91 -1.22
C 1.75 -0.52 -3.42
C 3.32 0.60 4.12
C -5.90 4.28 1.85
H 3.73 3.30 0.41
C 1.06 -1.97 -5.21
H 1.90 3.65 4.56
C 7.66 -2.30 1.06
N -5.41 1.84 1.73
C 2.02 5.03 -1.95
C -3.99 -1.56 -2.10
N 2.78 0.02 -0.47
H 4.34 1.12 -1.31
C -6.46 2.87 1.86
C 2.21 2.75 4.06
H 1.38 3.33 2.17
C 2.32 -2.67 0.10
H 1.38 -2.13 1.96
C -4.71 1.56 2.86
C 6.62 -0.20 -0.40
H 2.09 0.45 -3.07
C 1.92 2.56 2.72
Au -0.12 -0.09 -0.02
H -6.98 -3.08 -1.54
C 0.84 -3.00 -4.30
C -5.33 1.12 0.47
H 3.87 5.37 -0.91
H -6.71 5.00 1.92
C 3.02 0.41 2.78
C 2.33 1.39 2.08
*
```


Entry 9:
Below is a structure of composition C20H21FN4O3 in a non-equilibrium geometry, with properties calculated with ωB97M-V/def2-TZVPD.

Computed properties:
Molar mass ... 384.4 g mol⁻¹
Energy ... -1318.70901 hartree
Highest occupied orbital energy ... -8.6 eV
ΔE to the lowest compared entry with this formula, charge and spin ... 1560.09 kJ/mol

Structure (ORCA input):
```
! wB97M-V def2-TZVPD RIJCOSX def2/J DEFGRID3
* xyz 0 1
C -3.21 2.94 -0.38
H -2.17 -1.90 -0.67
H 5.21 0.32 -2.24
H -1.90 -1.25 1.47
H -2.20 2.20 -1.70
C -5.62 -1.19 -0.51
C -4.44 0.73 -0.19
H -6.65 -1.88 -0.60
C 5.91 1.00 -0.29
N -2.10 0.76 -0.01
C -3.24 -1.18 -0.57
H 2.55 -1.42 0.39
C 4.51 1.23 1.33
C -5.65 0.01 -0.34
H -0.27 -1.38 3.10
C -2.06 2.17 -0.68
H 1.52 0.94 -1.07
H 1.31 -1.43 -2.24
H -1.04 2.56 -0.25
C 3.56 0.75 -0.80
C -3.18 0.03 -0.19
C 4.95 0.50 -1.17
H 0.91 -0.62 2.24
C 3.43 1.25 0.64
H 3.02 -1.74 -1.83
F 7.19 0.56 -0.69
O 0.14 1.23 0.59
C 0.81 -2.15 -0.05
N -1.06 -0.57 1.51
H 1.36 -2.74 1.93
N -4.31 2.37 0.05
C -4.50 -1.96 -0.78
C 0.33 -2.38 1.58
C -0.93 0.25 0.65
C 2.42 0.43 -1.71
O -0.16 -2.33 -0.79
O -3.24 4.15 0.21
H -0.39 -3.20 1.66
C 5.68 1.32 0.89
H -4.60 -2.94 -0.92
H 2.39 1.30 0.82
H 6.67 1.25 1.67
H 4.25 1.72 2.57
H -5.34 2.73 0.48
N 2.02 -1.54 -0.36
C -0.02 -1.05 1.93
H -6.64 0.66 -0.22
C 2.23 -1.29 -1.79
H 2.57 0.76 -2.69
*
```


Entry 10:
Below is a structure of composition C31H22Br4CrN6O2STe, with properties calculated with ωB97M-V/def2-TZVPD.

Computed properties:
Molar mass ... 1041.8 g mol⁻¹
Expectation value of S² ... 0.769
Energy ... -13680.36053 hartree
Highest occupied orbital energy (alpha / beta) ... -4.9 / -4.8 eV
ΔE to the lowest compared entry with this formula, charge and spin ... 0.00 kJ/mol

Structure (ORCA input):
```
! wB97M-V def2-TZVPD RIJCOSX def2/J DEFGRID3
* xyz -1 2
H 2.33 3.31 -2.08
C 0.83 -4.25 4.08
C -2.04 0.78 -3.21
C 4.90 4.37 -5.73
H -4.68 -3.32 0.07
Br -1.38 -5.50 5.37
C 4.76 2.09 -4.83
C -1.45 1.90 3.42
C -0.36 -3.34 -1.49
C -0.55 -4.28 4.20
N -0.61 0.97 1.32
Br 1.92 -5.42 5.09
C -1.90 2.49 -1.53
N -0.28 -2.53 -0.65
H 4.51 0.14 -3.97
C 3.37 1.63 -2.93
H -2.57 2.84 -3.54
C 0.67 -2.47 2.44
C -0.44 1.25 2.72
H 1.77 0.76 5.21
C -1.26 0.17 -0.99
S -0.49 -4.45 -2.67
O 1.15 -1.57 1.63
H -2.93 -2.98 0.15
C 2.58 -1.00 -0.66
H -2.29 0.48 -4.22
H 2.67 -1.89 -0.05
C -1.29 2.14 4.77
Br -3.21 -3.36 3.58
O -1.39 -1.60 1.83
C 0.87 1.09 4.71
C 4.25 1.19 -3.91
Br 3.31 -3.21 2.99
N 1.44 -0.24 -0.61
Cr -0.30 -0.86 0.47
N 5.33 5.12 -6.49
C 1.63 0.77 -1.42
H -6.73 -1.26 -0.10
H -5.87 -0.22 -1.25
C 3.49 3.86 -3.79
C -6.07 -0.41 -0.20
Te -4.25 -0.79 0.86
H 1.47 0.29 2.80
H 4.46 -0.71 -1.80
C -1.34 -3.40 3.44
H 3.20 4.91 -3.75
C 4.38 3.43 -4.77
C 0.72 0.83 3.35
H -2.02 3.51 -1.19
H -3.87 -2.42 -1.25
H -0.01 1.91 6.48
C 1.44 -3.34 3.20
C 2.99 2.97 -2.86
H -2.08 2.62 5.33
C -3.90 -2.61 -0.18
N 2.85 0.71 -1.99
C -1.57 -0.17 -2.31
C -1.43 1.52 -0.65
H 0.90 1.53 -1.66
H -6.55 0.46 0.24
N -1.14 1.91 0.67
C -0.75 -2.51 2.56
C -0.13 1.74 5.42
H 5.44 1.76 -5.60
C -2.20 2.11 -2.82
C 3.47 -0.44 -1.51
H -2.35 2.18 2.90
H -1.44 -1.19 -2.64
*
```


Entry 11:
Below is a structure of composition C9H24O10P2S in a non-equilibrium geometry, with properties calculated with ωB97M-V/def2-TZVPD.

Computed properties:
Molar mass ... 386.3 g mol⁻¹
Energy ... -2190.60110 hartree
Highest occupied orbital energy ... -9.9 eV

Structure (ORCA input):
```
! wB97M-V def2-TZVPD RIJCOSX def2/J DEFGRID3
* xyz 0 1
H -1.63 3.42 -0.19
O -0.89 3.23 0.43
C 2.12 -1.79 -2.98
O 0.75 3.55 3.22
H 1.63 -0.56 2.54
H -3.67 -2.83 -0.21
C 2.68 -3.00 -3.71
C -2.03 0.60 4.48
H 3.94 -0.62 -3.06
H 2.16 -1.96 -1.90
H 0.69 -1.47 -4.28
H -3.09 1.01 4.64
C -2.09 -1.47 -2.04
C -1.67 -2.34 -0.87
H 2.60 -2.88 -4.79
H -1.54 5.87 1.44
H -2.44 -3.95 0.34
C 2.89 -0.53 -3.33
O 1.15 1.02 3.88
H -2.30 -2.07 -2.93
O -1.69 0.30 3.15
H 2.47 0.33 -2.81
H -2.19 -1.04 0.49
H -2.98 -4.00 -1.35
O 2.76 2.17 2.19
P 1.23 4.86 2.22
H 0.77 6.06 2.87
H 2.11 -3.90 -3.45
H -0.72 -1.24 2.14
P -0.01 4.71 0.43
H -1.31 -0.75 -2.29
O -1.38 -1.51 0.26
H 3.73 -3.17 -3.45
O 0.80 4.83 -0.87
O 0.74 -1.62 -3.32
H 0.62 0.85 1.77
H 2.82 -0.32 -4.40
O -1.30 0.51 5.47
C -2.75 -3.34 -0.51
C 0.82 0.24 2.70
S 2.00 2.43 3.47
H -0.35 -1.23 3.95
H -2.99 -0.89 -1.80
C -0.53 -0.56 3.05
O -1.20 5.95 0.51
H -0.75 -2.87 -1.13
*
```


Entry 12:
Below is the molecule C3H4OS in a non-equilibrium geometry, with properties calculated with ωB97M-V/def2-TZVPD.

Computed properties:
Molar mass ... 88.1 g mol⁻¹
SMILES ... C[C@@H]1SC1=O
Energy ... -590.07082 hartree
Highest occupied orbital energy ... -9.8 eV
ΔE to the lowest compared entry with this formula, charge and spin ... 141.35 kJ/mol

Structure (ORCA input):
```
! wB97M-V def2-TZVPD RIJCOSX def2/J DEFGRID3
* xyz 0 1
H -0.18 -0.38 -1.18
H 0.26 1.18 -0.47
O -2.92 1.60 0.02
H 1.01 -0.33 0.15
C -1.13 -0.21 0.51
C 0.17 0.09 -0.32
C -2.37 0.44 0.13
S -2.50 -1.26 -0.14
H -1.04 -0.09 1.60
*
```


> Number 10 is which compound?

C31H22Br4CrN6O2STe


> Which of these has the highest molar mass?

C31H22Br4CrN6O2STe


> Which of these has the highest energy?

C4H12


> What is the formula in the ninth record?

C20H21FN4O3